Density functional theory data (wB97M-V/def2-TZVPD) for one molecule with the formula C4H4O2.

Geometry as ORCA input:
```
! RIJCOSX wB97M-V def2-TZVPD def2/J DEFGRID3
* xyz 0 1
O -1.50 -0.64 1.26
O 0.99 0.86 -0.71
C 0.87 -1.15 0.58
C -0.35 0.84 -0.10
C -0.30 -0.42 0.67
C 1.60 -0.22 -0.17
H -1.96 -1.36 0.80
H 2.69 -0.24 -0.31
H -0.58 1.73 0.51
H -1.16 0.73 -0.83
*
```

F_max   1.0 eV Å⁻¹
Structure (SMILES)   OC1=C=COC1
Kohn-Sham gap   8.01 eV
E_HOMO   -8.352 eV
Electronic energy   -305.1577 Ha

Density functional theory data (wB97M-V/def2-TZVPD) for one molecule with the formula C4H4O2.

Geometry as ORCA input:
```
! RIJCOSX wB97M-V def2-TZVPD def2/J DEFGRID3
* xyz 0 1
O 0.23 -1.83 -1.87
O -0.26 0.28 -1.22
C -0.98 0.28 0.00
C 0.58 -0.74 -1.52
C 0.71 0.67 2.04
C -0.07 0.52 1.14
H -1.69 1.09 -0.11
H -1.54 -0.65 0.15
H 1.40 0.80 2.85
H 1.63 -0.42 -1.46
*
```

F_max   0.6 eV Å⁻¹
Structure (SMILES)   C#CCOC=O
Kohn-Sham gap   11.47 eV
E_HOMO   -10.619 eV
Electronic energy   -305.2059 Ha

Density functional theory data (wB97M-V/def2-TZVPD) for one molecule with the formula C4H4O2 in a non-equilibrium geometry.

Geometry as ORCA input:
```
! RIJCOSX wB97M-V def2-TZVPD def2/J DEFGRID3
* xyz 0 1
O 0.53 0.55 0.00
O -0.35 -1.53 -0.05
C -0.50 -0.34 -0.02
C 1.76 0.11 -0.01
C 2.89 -0.29 -0.02
C -1.81 0.40 0.02
H -2.48 -0.03 -0.72
H 3.89 -0.59 -0.03
H -1.66 1.46 -0.16
H -2.26 0.26 1.00
*
```

F_max   1.5 eV Å⁻¹
Structure (SMILES)   C#COC(C)=O
Kohn-Sham gap   10.89 eV
E_HOMO   -10.078 eV
Electronic energy   -305.2173 Ha

Density functional theory data (wB97M-V/def2-TZVPD) for one molecule with the formula C4H4O2 in a non-equilibrium geometry.

Geometry as ORCA input:
```
! RIJCOSX wB97M-V def2-TZVPD def2/J DEFGRID3
* xyz 0 1
O -0.40 -1.61 0.34
O -2.11 1.25 -0.03
C 1.29 0.40 0.39
C -1.42 0.26 -0.03
C -0.08 -0.22 0.32
C -0.91 -0.92 -0.76
H 1.14 1.53 0.42
H 2.05 0.01 -0.33
H -1.07 -1.11 -1.78
H 1.51 0.41 1.46
*
```

F_max   3.1 eV Å⁻¹
Structure (SMILES)   C[C@]12O[C@H]1C2=O
Kohn-Sham gap   10.28 eV
E_HOMO   -9.483 eV
Electronic energy   -305.1462 Ha